{
  "formula": "C60H153N11O19",
  "method": "ωB97M-V with the def2-TZVPD basis set",
  "symbols": ["C", "O", "C", "C", "N", "C", "C", "O", "C", "H", "H", "H", "H", "H", "H", "H", "H", "H", "H", "H", "H", "H", "H", "H", "C", "O", "C", "C", "N", "C", "C", "O", "C", "H", "H", "H", "H", "H", "H", "H", "H", "H", "H", "H", "H", "H", "H", "H", "C", "O", "C", "C", "N", "C", "C", "O", "C", "H", "H", "H", "H", "H", "H", "H", "H", "H", "H", "H", "H", "H", "H", "H", "C", "O", "C", "C", "N", "C", "C", "O", "C", "H", "H", "H", "H", "H", "H", "H", "H", "H", "H", "H", "H", "H", "H", "H", "C", "O", "C", "C", "N", "C", "C", "O", "C", "H", "H", "H", "H", "H", "H", "H", "H", "H", "H", "H", "H", "H", "H", "H", "C", "O", "C", "C", "N", "C", "C", "O", "C", "H", "H", "H", "H", "H", "H", "H", "H", "H", "H", "H", "H", "H", "H", "H", "C", "O", "C", "C", "N", "C", "C", "O", "C", "H", "H", "H", "H", "H", "H", "H", "H", "H", "H", "H", "H", "H", "H", "H", "C", "O", "C", "C", "N", "C", "C", "O", "C", "H", "H", "H", "H", "H", "H", "H", "H", "H", "H", "H", "H", "H", "H", "H", "C", "C", "C", "O", "C", "N", "H", "H", "H", "H", "H", "H", "H", "H", "H", "H", "H", "C", "C", "C", "O", "C", "N", "H", "H", "H", "H", "H", "H", "H", "H", "H", "H", "H", "C", "C", "C", "O", "C", "N", "H", "H", "H", "H", "H", "H", "H", "H", "H", "H", "H"],
  "positions_angstrom": [[2.213, -8.743, 10.776], [2.711, -7.539, 10.173], [2.101, -6.993, 8.966], [2.820, -5.705, 8.516], [2.532, -4.633, 9.471], [3.467, -3.504, 9.341], [3.288, -2.773, 7.976], [4.017, -3.452, 7.001], [3.900, -2.958, 5.671], [1.361, -8.600, 11.441], [2.974, -9.116, 11.463], [2.013, -9.527, 10.046], [1.017, -6.960, 9.075], [2.136, -7.733, 8.167], [2.546, -5.449, 7.492], [3.902, -5.838, 8.534], [2.580, -5.002, 10.410], [4.504, -3.778, 9.537], [3.165, -2.840, 10.151], [3.746, -1.803, 8.169], [2.225, -2.622, 7.785], [4.407, -3.637, 4.985], [4.497, -2.056, 5.539], [2.862, -2.838, 5.363], [-2.654, 2.405, 4.738], [-2.701, 2.809, 6.095], [-3.944, 2.484, 6.737], [-3.762, 3.099, 8.121], [-3.877, 4.566, 8.152], [-3.562, 5.217, 9.390], [-3.576, 6.728, 9.340], [-2.489, 7.191, 8.521], [-2.114, 8.558, 8.661], [-1.719, 2.661, 4.240], [-3.407, 2.966, 4.186], [-2.842, 1.351, 4.532], [-4.084, 1.404, 6.773], [-4.777, 2.902, 6.172], [-2.788, 2.774, 8.485], [-4.487, 2.774, 8.867], [-3.308, 4.868, 7.374], [-2.528, 4.947, 9.601], [-4.247, 4.824, 10.142], [-3.488, 7.157, 10.338], [-4.478, 6.993, 8.788], [-2.896, 9.236, 8.318], [-1.264, 8.697, 7.993], [-1.823, 8.687, 9.703], [3.976, 2.718, 10.431], [2.743, 2.617, 9.684], [2.627, 3.489, 8.537], [1.241, 3.336, 7.922], [1.073, 3.795, 6.509], [1.116, 5.226, 6.385], [0.792, 5.772, 4.937], [-0.581, 5.551, 4.581], [-0.894, 5.603, 3.204], [4.088, 3.708, 10.873], [4.816, 2.519, 9.765], [4.046, 2.051, 11.291], [3.451, 3.496, 7.822], [2.680, 4.493, 8.957], [0.508, 3.574, 8.693], [1.149, 2.250, 7.927], [0.201, 3.384, 6.209], [2.111, 5.562, 6.676], [0.403, 5.661, 7.085], [1.416, 5.198, 4.252], [1.075, 6.820, 4.834], [-0.844, 6.668, 2.976], [-1.867, 5.124, 3.091], [-0.252, 5.047, 2.521], [-3.410, -5.716, -8.108], [-2.045, -5.367, -8.156], [-1.787, -3.943, -8.153], [-2.256, -3.218, -6.833], [-1.525, -2.062, -6.402], [-1.678, -0.918, -7.323], [-3.054, -0.351, -7.494], [-3.325, 0.522, -6.429], [-4.581, 1.204, -6.497], [-3.885, -5.294, -7.223], [-3.423, -6.803, -8.021], [-4.051, -5.486, -8.959], [-2.217, -3.516, -9.059], [-0.727, -3.779, -8.349], [-2.149, -3.861, -5.960], [-3.315, -3.023, -7.006], [-0.558, -2.293, -6.220], [-1.260, -1.127, -8.308], [-1.100, -0.048, -7.012], [-3.911, -1.019, -7.576], [-3.154, 0.134, -8.465], [-4.692, 1.774, -5.574], [-5.419, 0.513, -6.590], [-4.567, 2.001, -7.240], [-7.017, -7.425, -4.336], [-6.192, -6.296, -3.954], [-5.877, -6.276, -2.598], [-4.971, -5.063, -2.331], [-4.861, -4.675, -0.948], [-4.049, -5.713, -0.331], [-4.009, -5.614, 1.189], [-3.038, -4.539, 1.455], [-2.758, -4.379, 2.796], [-7.119, -7.417, -5.421], [-7.965, -7.402, -3.799], [-6.591, -8.403, -4.111], [-5.395, -7.176, -2.214], [-6.777, -6.123, -2.002], [-5.437, -4.257, -2.897], [-4.073, -5.308, -2.898], [-4.313, -3.833, -0.845], [-3.061, -5.731, -0.791], [-4.556, -6.668, -0.474], [-3.655, -6.569, 1.577], [-4.965, -5.275, 1.588], [-2.771, -5.334, 3.322], [-3.518, -3.819, 3.339], [-1.815, -3.846, 2.923], [-0.422, 4.807, -5.579], [0.743, 4.339, -4.872], [0.543, 4.506, -3.500], [1.841, 3.911, -2.903], [1.737, 3.839, -1.407], [3.033, 3.410, -0.914], [3.164, 3.636, 0.580], [4.230, 2.837, 1.131], [4.480, 2.968, 2.506], [-0.555, 5.889, -5.610], [-1.330, 4.383, -5.151], [-0.287, 4.495, -6.615], [-0.337, 3.972, -3.140], [0.373, 5.559, -3.274], [2.708, 4.486, -3.229], [1.860, 2.919, -3.354], [1.049, 3.132, -1.191], [3.777, 3.882, -1.554], [3.160, 2.341, -1.084], [2.251, 3.311, 1.079], [3.415, 4.654, 0.880], [3.629, 2.665, 3.115], [4.607, 4.000, 2.832], [5.396, 2.426, 2.743], [8.590, 0.178, -11.613], [7.455, -0.259, -10.884], [7.726, -0.590, -9.511], [6.550, -1.322, -8.946], [6.748, -1.949, -7.647], [5.499, -2.636, -7.146], [4.246, -1.690, -6.949], [3.327, -2.246, -5.981], [3.696, -2.013, -4.574], [8.238, 0.271, -12.641], [9.362, -0.590, -11.579], [8.928, 1.185, -11.371], [7.897, 0.306, -8.914], [8.683, -1.111, -9.484], [6.248, -2.175, -9.553], [5.719, -0.619, -8.891], [7.484, -2.624, -7.799], [5.861, -3.034, -6.199], [5.176, -3.566, -7.615], [3.788, -1.567, -7.930], [4.482, -0.659, -6.684], [4.648, -2.465, -4.295], [2.889, -2.386, -3.943], [3.888, -0.953, -4.409], [7.385, -1.563, -0.342], [7.618, -2.890, -0.805], [8.152, -2.923, -2.147], [8.383, -4.340, -2.631], [9.183, -4.222, -3.864], [9.661, -5.495, -4.428], [10.255, -5.174, -5.858], [9.202, -4.798, -6.733], [9.592, -4.863, -8.120], [6.959, -1.677, 0.654], [6.806, -0.975, -1.054], [8.354, -1.083, -0.202], [9.159, -2.507, -2.096], [7.451, -2.408, -2.804], [7.404, -4.729, -2.909], [8.833, -4.964, -1.858], [8.829, -3.686, -4.643], [8.894, -6.269, -4.435], [10.455, -5.881, -3.787], [10.769, -6.074, -6.194], [11.012, -4.395, -5.774], [8.813, -4.506, -8.793], [9.814, -5.912, -8.317], [10.512, -4.294, -8.255], [-9.412, 1.044, -0.828], [-7.924, 0.890, -0.947], [-7.312, -0.215, -0.087], [-7.483, 0.147, 1.241], [-6.909, -0.645, 2.259], [-7.615, 0.499, -2.341], [-9.858, 0.167, -1.296], [-9.671, 2.017, -1.247], [-9.891, 1.083, 0.151], [-7.354, 1.797, -0.749], [-6.260, -0.432, -0.269], [-7.846, -1.156, -0.224], [-7.122, -0.166, 3.215], [-5.835, -0.829, 2.225], [-7.481, -1.573, 2.264], [-8.161, -0.296, -2.642], [-6.680, 0.120, -2.401], [-2.412, 1.444, -1.277], [-1.726, 0.254, -1.875], [-0.913, -0.555, -0.843], [0.362, 0.059, -0.633], [1.138, -0.442, 0.469], [-2.730, -0.572, -2.590], [-3.015, 1.156, -0.416], [-2.984, 1.832, -2.120], [-1.707, 2.223, -0.986], [-1.025, 0.594, -2.636], [-0.817, -1.536, -1.308], [-1.414, -0.653, 0.120], [0.884, 0.147, 1.351], [2.196, -0.248, 0.290], [0.839, -1.471, 0.665], [-2.175, -1.113, -3.238], [-3.009, 0.122, -3.269], [-6.267, 6.108, 0.237], [-6.170, 7.673, 0.462], [-6.222, 8.558, -0.820], [-5.046, 8.370, -1.628], [-5.239, 7.435, -2.646], [-7.267, 8.016, 1.323], [-5.360, 5.752, -0.252], [-7.173, 5.822, -0.299], [-6.236, 5.633, 1.217], [-5.241, 7.841, 1.008], [-6.070, 9.577, -0.462], [-7.121, 8.447, -1.426], [-4.397, 7.299, -3.325], [-5.975, 7.776, -3.374], [-5.559, 6.458, -2.285], [-8.152, 7.895, 0.851], [-7.244, 7.379, 2.106]],
  "forces_ev_per_a": [[0.33, 0.56, -0.28], [-0.06, 0.36, -0.15], [0.20, -1.34, 0.06], [-0.43, -0.63, 1.57], [0.00, 0.41, -0.75], [-1.57, -0.15, -0.25], [1.02, 0.15, 2.06], [-0.10, -0.58, -1.04], [0.66, -0.12, 0.29], [-0.49, 0.35, -0.39], [0.38, 0.14, -0.29], [-0.14, 0.03, -0.15], [-0.19, 1.00, 0.50], [0.74, -0.30, -0.25], [-0.23, 0.06, 0.16], [0.23, -0.65, -0.34], [0.07, -0.16, 0.04], [0.34, -0.08, -0.39], [0.14, 0.42, -0.16], [-0.04, 0.52, -0.36], [-0.13, -0.27, -0.35], [-0.27, -0.50, 0.24], [-0.40, 0.59, 0.22], [-0.05, 0.18, 0.02], [-0.50, 0.67, -0.50], [0.14, -0.70, -0.61], [0.89, 0.76, 0.28], [-0.71, 0.63, 1.10], [-0.83, -0.53, -2.18], [1.28, -0.49, -0.18], [0.12, 0.17, -1.37], [0.11, -0.51, -0.04], [-0.14, -1.18, -0.12], [0.31, 0.11, 0.63], [-0.32, 0.04, -0.18], [-0.04, -0.31, 0.52], [0.09, -0.18, 0.19], [-0.15, 0.26, 0.04], [0.34, -0.18, 0.05], [-0.22, -0.60, -0.21], [0.24, 0.69, 0.14], [0.31, -0.14, 0.96], [0.10, 0.19, 0.27], [-0.28, 0.05, 0.10], [-0.49, 0.48, 0.53], [-0.22, 0.13, 0.32], [0.09, 0.01, 0.20], [0.00, 0.65, 0.04], [-0.46, 0.62, -0.84], [0.44, -0.54, -0.20], [0.03, 1.70, 1.40], [0.75, -1.94, -0.49], [0.54, -1.05, 1.40], [-1.11, 1.01, -0.95], [0.01, -1.31, 0.56], [0.73, -0.84, 0.94], [0.16, 0.41, 0.58], [0.00, 0.37, -0.23], [0.17, 0.02, 0.02], [-0.66, -0.45, -0.39], [0.10, -0.95, -0.19], [0.13, 0.49, 0.09], [-0.37, 1.02, -0.26], [-0.22, -0.30, -0.54], [-0.24, 0.37, -0.27], [0.08, 0.15, -0.18], [-0.17, 0.52, 0.12], [0.20, -0.08, -0.23], [-0.14, 0.23, 0.19], [-0.51, -0.02, -0.85], [-0.24, 0.59, 0.03], [0.65, -0.08, 0.26], [-0.01, -0.52, 0.72], [0.30, 1.11, -0.27], [-0.06, -0.33, 0.26], [0.27, -1.28, -0.51], [-0.82, 1.65, -0.67], [0.92, -0.14, -0.10], [-1.41, 0.06, -0.17], [-0.38, 0.81, 0.52], [0.91, 0.17, 0.49], [-0.13, -0.04, 0.14], [-0.04, 0.01, 0.12], [0.41, 0.50, -0.50], [-0.65, 0.22, 0.03], [0.29, -0.46, 0.52], [-0.34, -0.79, -0.40], [0.01, 0.38, 0.57], [0.08, 0.14, -0.17], [-0.12, -0.32, -0.39], [0.24, -0.17, 0.50], [0.17, -0.94, 0.30], [0.57, 0.67, -0.19], [0.02, -0.38, 0.29], [-0.07, 0.01, -0.25], [-0.14, -0.34, -0.66], [0.62, 0.51, 0.26], [-0.30, -1.32, -0.89], [-0.20, 0.86, 1.34], [-1.22, 0.38, -1.84], [0.58, -0.95, 0.09], [-1.07, -0.46, 1.37], [1.67, 1.94, -0.99], [-0.68, -1.09, -0.83], [-0.26, 0.06, 1.12], [-0.28, 0.39, 0.15], [-0.27, 0.26, -0.23], [0.57, 0.04, 0.32], [0.01, -0.44, -0.48], [-0.38, -0.12, 0.19], [-0.02, 0.21, 0.04], [0.83, 0.22, 0.38], [-0.18, 0.44, -0.30], [0.32, -0.31, 0.30], [0.15, -0.11, -0.42], [0.00, 0.09, 0.48], [-0.19, -0.44, 0.05], [0.59, -0.31, 0.04], [-0.35, 0.46, -0.12], [0.08, -0.22, -0.07], [0.78, -0.55, -0.44], [-1.65, 0.70, -1.06], [1.51, -0.07, 0.45], [-2.11, 0.24, 1.05], [0.57, 0.65, -1.47], [0.02, -0.60, 0.23], [1.08, -0.33, 1.11], [0.18, -0.33, -0.92], [-0.48, 0.59, 0.04], [0.37, 0.26, 0.42], [-0.07, -0.23, -0.05], [-0.20, -0.16, 0.07], [-0.18, -0.35, 0.03], [0.24, 0.23, 0.27], [-0.10, 0.03, 0.21], [0.51, -0.25, -0.01], [-0.16, -0.13, 0.11], [0.30, 0.27, 0.60], [0.20, -0.37, 0.05], [-0.42, 0.21, -0.04], [-0.47, 0.40, -0.32], [-0.11, -0.68, 0.07], [0.36, 0.48, -0.33], [-0.26, -0.14, -0.02], [-0.96, -0.21, -0.52], [-0.02, 0.05, 0.77], [0.60, 0.65, -0.69], [-0.93, -1.06, -0.10], [-0.90, 0.47, 0.34], [0.95, 0.92, 1.21], [0.87, -0.83, 0.45], [0.62, 0.33, 0.42], [0.29, 0.26, -1.53], [0.07, -0.21, -0.11], [0.37, 0.23, 0.10], [0.28, -0.08, 0.62], [-0.04, 0.35, 0.01], [0.01, -0.64, 0.16], [-0.13, 0.40, -1.16], [-0.07, -0.02, -0.04], [0.02, -0.38, 0.49], [-0.43, 0.29, 0.49], [-0.03, 0.17, -1.03], [-0.70, -0.47, 0.20], [0.58, -0.01, 0.42], [-0.04, -0.57, -0.18], [0.07, 0.07, -0.25], [-0.48, 0.27, -0.01], [0.97, -0.91, 0.08], [-0.27, -0.24, -0.83], [0.34, -0.25, 1.78], [-1.10, 0.85, -1.57], [1.22, -1.16, 0.39], [0.51, 1.48, -0.69], [-0.75, -1.00, 1.36], [-0.11, 0.26, -0.54], [0.45, -0.45, 1.25], [-0.42, 0.26, -0.27], [-0.35, 0.01, 0.18], [0.15, 0.36, -0.07], [-0.09, 0.75, -0.38], [0.28, 0.31, -0.26], [-0.25, -0.62, 0.38], [0.31, 0.07, -0.26], [-0.78, 0.25, 0.51], [-0.27, -0.11, -0.49], [0.27, -0.01, -0.07], [-0.06, -0.22, -0.35], [-0.04, 0.29, 0.06], [-0.11, 0.03, 0.38], [-0.01, -0.08, -0.44], [0.03, 0.19, -0.23], [-0.43, 0.37, 0.44], [1.58, -1.53, -0.49], [-0.60, -0.36, 0.90], [0.44, 1.29, 1.56], [-1.16, -0.19, -0.06], [-0.02, 0.35, -0.49], [-0.33, 0.34, -0.49], [-0.36, -0.38, -0.69], [0.78, -0.14, 0.46], [-0.27, 0.20, 0.12], [0.28, 0.33, -0.48], [-0.24, -0.37, -0.52], [0.00, 0.22, -0.11], [0.13, 0.05, -0.54], [0.39, -0.56, 0.15], [-0.60, 0.00, 0.14], [0.47, 0.34, 0.09], [0.17, 0.32, -0.39], [0.88, -0.38, 0.72], [0.24, 0.17, -0.52], [0.17, 0.09, -0.40], [-1.31, 0.67, -0.22], [0.66, 0.48, 0.07], [-0.28, 0.14, -0.19], [-0.57, 0.47, 0.46], [0.08, -0.08, 0.14], [0.50, 0.24, 0.18], [0.38, -0.44, 0.31], [-0.37, -0.04, 0.02], [-0.11, 0.00, 0.30], [-0.09, -0.48, -0.31], [0.62, -0.22, -0.03], [0.13, -1.00, 0.00], [-1.12, 0.14, -0.28], [1.20, 1.14, -0.12], [-0.76, -1.88, -1.05], [1.93, -0.20, 0.96], [-0.12, -0.18, 0.06], [-0.50, -0.38, -1.08], [-0.29, 1.03, 0.62], [-0.15, -0.20, -0.39], [0.07, -0.01, -0.05], [-0.29, 0.00, 0.09], [0.11, 0.33, -0.25], [-0.66, 0.13, -0.05], [-0.20, -0.05, 0.15], [0.70, 0.15, 0.75], [-0.68, 0.19, 0.13], [0.07, -0.08, 0.06], [-0.14, -0.10, -0.03], [-0.29, 0.10, 0.19]],
  "mulliken_charge": [-0.75, -0.31, -0.76, -0.29, -0.47, -0.82, -0.52, -0.29, -0.80, 0.29, 0.25, 0.29, 0.40, 0.43, 0.25, 0.33, 0.27, 0.37, 0.46, 0.43, 0.35, 0.26, 0.31, 0.32, -0.87, -0.07, -0.73, -0.64, -0.41, -0.44, -0.72, -0.18, -0.78, 0.20, 0.32, 0.35, 0.45, 0.40, 0.25, 0.42, 0.27, 0.22, 0.39, 0.45, 0.32, 0.29, 0.18, 0.35, -0.75, -0.31, -0.73, -0.53, -0.21, -0.59, -0.61, -0.14, -0.80, 0.31, 0.30, 0.26, 0.42, 0.34, 0.23, 0.44, 0.16, 0.41, 0.35, 0.23, 0.40, 0.33, 0.21, 0.27, -0.62, -0.40, -0.52, -0.79, -0.18, -0.72, -0.51, -0.17, -0.86, 0.24, 0.25, 0.29, 0.32, 0.37, 0.35, 0.33, 0.28, 0.36, 0.40, 0.29, 0.37, 0.22, 0.35, 0.33, -0.78, -0.25, -0.59, -0.61, -0.28, -0.47, -0.81, -0.20, -0.80, 0.25, 0.31, 0.32, 0.32, 0.38, 0.44, 0.22, 0.26, 0.35, 0.37, 0.42, 0.32, 0.31, 0.29, 0.23, -0.71, -0.30, -0.17, -0.62, -0.32, -0.43, -0.32, -0.30, -0.77, 0.30, 0.27, 0.26, 0.09, 0.33, 0.33, 0.23, 0.26, 0.32, 0.21, 0.18, 0.34, 0.32, 0.29, 0.26, -0.74, -0.30, -0.46, -0.53, -0.35, -0.22, -0.72, -0.34, -0.58, 0.25, 0.32, 0.28, 0.28, 0.31, 0.32, 0.30, 0.18, 0.29, 0.27, 0.36, 0.37, 0.16, 0.23, 0.32, -0.68, -0.33, -0.41, -0.57, -0.25, -0.70, -0.69, -0.25, -0.85, 0.23, 0.28, 0.31, 0.34, 0.22, 0.29, 0.33, 0.26, 0.35, 0.37, 0.47, 0.33, 0.24, 0.35, 0.36, -1.33, 0.51, -0.63, -0.32, -0.79, -0.70, 0.34, 0.32, 0.31, 0.25, 0.35, 0.30, 0.26, 0.28, 0.33, 0.28, 0.23, -1.41, 0.69, -0.73, -0.17, -0.86, -0.58, 0.28, 0.42, 0.21, 0.30, 0.28, 0.35, 0.29, 0.21, 0.40, 0.24, 0.09, -1.57, 0.64, -0.78, -0.32, -0.66, -0.69, 0.32, 0.36, 0.47, 0.22, 0.28, 0.41, 0.27, 0.30, 0.22, 0.26, 0.28],
  "lumo_ev": 0.2,
  "smiles": "COC[C@H](C)N.COC[C@H](C)N.COC[C@H](C)N.COCCNCCOC.COCCNCCOC.COCCNCCOC.COCCNCCOC.COCCNCCOC.COCCNCCOC.COCCNCCOC.COCCNCCOC",
  "total_energy_ha": -4409.0650,
  "e_above_lowest_kj_mol": 525.8,
  "charge": 0,
  "homo_ha": -0.3089
}